Density functional theory data (ωB97M-V with the def2-TZVPD basis set) for a molecular structure, C15H24CaCl2NO2P.

Output
ΔE to the lowest compared entry with this formula, charge and spin   29.1 kcal/mol
Energy   -74299.1997 eV
Lowest unoccupied orbital energy   -0.2 eV
E_HOMO   -6.94 eV

Geometry as XYZ:
```
46
Properties=species:S:1:pos:R:3:lowdin_charge:R:1
C -2.4855 0.0042 -3.9115 -0.094
C -2.1695 -1.1880 -3.2523 -0.055
C -1.5788 -1.1649 -1.9594 -0.286
C -1.2327 0.0542 -1.4344 -0.196
C -1.4420 1.2290 -2.1170 -0.389
C -2.1173 1.2272 -3.3486 -0.069
C -1.3605 -2.4588 -1.2214 -0.151
C -0.2419 -3.2847 -1.8950 -0.193
N 1.0165 -2.5861 -1.8648 -0.295
Ca -1.4314 0.7712 0.9262 1.375
C -0.9808 2.5356 -1.4913 -0.281
P 0.5765 2.2950 -0.5618 0.621
H -2.4015 -2.1596 -3.7061 0.109
H -2.3473 2.1828 -3.8258 0.101
H -3.0016 -0.0267 -4.8781 0.099
H -1.7533 2.9810 -0.8280 0.089
H -0.7353 3.2998 -2.2470 0.105
H -1.0875 -2.2790 -0.1734 0.068
H -2.2813 -3.0628 -1.2101 0.114
H -0.1262 -4.2564 -1.3767 0.121
C 1.3546 3.8656 -0.0354 -0.233
C 1.7228 1.8364 -1.9045 -0.235
H -0.5187 -3.4419 -2.9553 0.113
C 1.4333 -1.9048 -3.0487 -0.102
C 2.0461 -3.0331 -0.9694 -0.096
H 0.2012 2.1158 0.8766 -0.128
H 1.9028 -2.6035 -3.7662 0.083
H 0.5601 -1.4459 -3.5321 0.077
H 2.1642 -1.1238 -2.7940 0.070
H 2.5274 -3.9660 -1.3221 0.079
H 2.8262 -2.2632 -0.8975 0.078
H 1.6312 -3.2186 0.0336 0.086
H 1.9461 2.7530 -2.4767 0.043
H 2.6625 1.4315 -1.5076 0.056
H 1.2852 1.1006 -2.5916 0.038
H 1.5608 4.4802 -0.9260 0.048
H 0.6756 4.4043 0.6394 0.046
H 2.2888 3.6159 0.4892 0.060
H 0.6563 0.9832 0.0772 -0.033
Cl -2.2398 -3.8361 2.3306 0.624
C -1.5589 -2.5682 3.3711 -1.014
Cl 0.0436 -2.9689 3.9991 0.620
C -1.4740 -1.2896 2.5477 -0.759
O -2.3111 -0.3479 2.7745 -0.158
O -0.5862 -1.1757 1.6135 -0.227
H -2.2392 -2.3882 4.2084 0.072
```